Entry from OMol25: 3 unconnected molecules or ions with the total composition C48H39BBrClN2O8S (ωB97M-V/def2-TZVPD).

The geometry in XYZ format:
```
101
Properties=species:S:1:pos:R:3
C 8.25 -3.04 -1.74
C 7.02 -3.38 -0.86
C 5.77 -3.83 -1.67
C 4.70 -2.70 -1.82
C 3.26 -3.13 -1.55
N 2.86 -3.23 -0.11
C 1.44 -3.49 -0.13
C 0.99 -4.77 0.13
C -0.36 -5.01 0.09
C -1.31 -4.04 -0.18
B -2.85 -4.41 -0.16
N -3.26 -5.77 0.31
O -3.85 -3.52 -0.52
C -0.84 -2.75 -0.43
O -1.66 -1.70 -0.73
C 0.52 -2.51 -0.40
S 1.13 -0.85 -0.69
C 2.48 -0.85 0.49
C 2.80 0.28 1.19
C 3.83 0.26 2.11
C 4.14 1.54 2.87
C 5.54 2.15 2.58
O 6.38 1.34 1.75
C 6.24 1.58 0.43
O 6.29 2.67 -0.09
C 4.49 -0.93 2.30
Cl 5.78 -1.00 3.48
C 4.15 -2.06 1.58
Br 5.12 -3.67 1.97
C 3.15 -2.05 0.64
H 7.98 -2.63 -2.71
H 8.85 -2.31 -1.19
H 8.88 -3.93 -1.81
H 7.23 -4.15 -0.11
H 6.74 -2.49 -0.29
H 5.30 -4.74 -1.27
H 6.11 -4.10 -2.67
H 4.72 -2.44 -2.89
H 5.02 -1.79 -1.29
H 3.16 -4.15 -1.95
H 2.60 -2.50 -2.15
H 1.73 -5.53 0.33
H -0.70 -6.02 0.29
H -2.91 -6.47 -0.33
H -2.77 -5.91 1.19
H -4.44 -3.47 0.25
H -2.34 -1.61 -0.06
H 2.21 1.17 0.99
H 3.38 2.29 2.65
H 4.01 1.30 3.93
H 5.43 3.17 2.20
H 6.06 2.25 3.53
H 6.12 0.68 -0.20
O -7.07 -2.39 1.57
C -7.85 -1.50 1.86
C -8.30 -0.51 0.85
C -7.83 -0.62 -0.46
C -8.27 0.28 -1.42
C -9.17 1.28 -1.08
C -9.63 1.40 0.22
C -9.19 0.51 1.19
C -9.67 0.66 2.59
O -10.40 1.58 2.90
C -9.24 -0.34 3.60
C -9.71 -0.24 4.91
C -9.34 -1.19 5.85
C -8.51 -2.24 5.49
C -8.03 -2.34 4.20
C -8.39 -1.39 3.25
H -7.13 -1.40 -0.72
H -7.91 0.19 -2.44
H -9.52 1.97 -1.84
H -10.33 2.18 0.48
H -10.36 0.58 5.18
H -9.71 -1.11 6.86
H -8.23 -2.98 6.23
H -7.37 -3.16 3.92
O 1.39 5.03 -5.14
C 1.64 5.07 -3.95
C 2.91 4.51 -3.42
C 3.84 3.97 -4.30
C 5.04 3.48 -3.82
C 5.34 3.54 -2.46
C 4.41 4.07 -1.57
C 3.20 4.55 -2.05
C 2.21 5.10 -1.09
O 2.43 5.08 0.11
C 0.94 5.67 -1.62
C 0.02 6.22 -0.73
C -1.15 6.78 -1.22
C -1.41 6.80 -2.58
C -0.50 6.25 -3.47
C 0.68 5.67 -2.99
H 3.61 3.93 -5.36
H 5.76 3.06 -4.51
H 6.28 3.17 -2.10
H 4.63 4.12 -0.52
H 0.21 6.21 0.33
H -1.87 7.21 -0.53
H -2.31 7.26 -2.96
H -0.69 6.26 -4.53
```

Properties
Gap between HOMO and LUMO   7.19 eV
Calculated total energy   -6021.3043 Eh
HOMO energy   -8.30 eV

Mulliken population analysis, charges in e, atoms 1 to 4:
1. C -1.42
2. C -0.02
3. C -0.91
4. C -0.15

=====

Entry from OMol25: a molecular structure, C48H39F5I2MoN2O5Si (ωB97M-V/def2-TZVPD).

The geometry in XYZ format:
```
103
Properties=species:S:1:pos:R:3
Mo -0.70 -0.18 0.09
O -1.17 1.47 1.62
C -2.55 1.81 1.92
C -3.40 0.87 1.05
O -4.60 0.93 1.05
O -2.69 0.02 0.35
C -2.87 1.48 3.38
C -2.15 0.48 4.02
C -2.52 0.09 5.29
C -3.64 0.66 5.90
C -4.34 1.68 5.26
C -3.97 2.08 3.98
C -2.76 3.27 1.56
C -3.94 3.75 1.03
C -4.09 5.13 0.81
C -3.05 5.99 1.09
C -1.88 5.50 1.65
C -1.72 4.16 1.88
H -0.61 1.56 2.39
H -1.29 0.02 3.54
H -1.99 -0.69 5.80
H -4.01 0.27 6.81
H -5.24 2.07 5.74
H -4.52 2.82 3.40
H -4.72 3.05 0.84
H -5.04 5.49 0.43
H -3.16 7.05 0.96
H -1.05 6.16 1.92
H -0.87 3.80 2.42
C 1.27 0.38 0.75
Si 2.75 -0.51 -0.03
C 3.14 0.24 -1.74
N 2.08 0.08 -2.75
C 2.24 1.03 -3.91
C 3.13 0.44 -5.00
C 2.43 -0.78 -5.65
C 1.49 -1.44 -4.67
C 2.06 -1.31 -3.26
C 2.69 -2.42 -0.08
C 1.87 -3.20 0.74
C 1.89 -4.59 0.64
C 2.72 -5.23 -0.28
C 3.62 -4.46 -1.03
C 3.60 -3.07 -0.92
C 4.25 0.03 1.01
C 4.74 1.32 0.98
C 5.86 1.70 1.71
C 6.53 0.81 2.51
C 6.10 -0.55 2.50
C 4.99 -0.91 1.76
H 1.57 1.44 0.67
H 1.39 0.17 1.81
H 4.15 -0.04 -2.07
H 3.23 1.31 -1.54
H 2.64 1.94 -3.47
H 1.23 1.26 -4.31
H 4.05 0.11 -4.49
H 3.40 1.20 -5.77
H 3.12 -1.47 -6.13
H 1.81 -0.40 -6.49
H 1.33 -2.50 -4.87
H 0.50 -0.96 -4.72
H 3.08 -1.66 -3.36
H 1.59 -1.94 -2.52
H 1.19 -2.73 1.42
H 1.21 -5.13 1.26
H 2.72 -6.31 -0.37
H 4.36 -4.92 -1.71
H 4.31 -2.48 -1.50
H 4.21 2.02 0.36
H 6.16 2.78 1.74
H 7.35 1.15 3.14
H 6.70 -1.26 3.05
H 4.72 -1.96 1.76
I -1.74 -3.80 -3.23
C -1.95 -1.73 -3.36
C -2.77 -1.15 -4.37
C -2.86 0.18 -4.57
I -4.40 0.82 -5.88
C -2.12 1.05 -3.71
C -2.16 2.47 -3.76
C -1.55 3.18 -2.79
C -0.90 2.48 -1.71
N -0.83 1.19 -1.62
C -1.37 0.49 -2.66
C -1.29 -0.94 -2.47
O -0.62 -1.42 -1.39
H -3.32 -1.80 -5.02
H -2.71 2.97 -4.55
H -1.57 4.26 -2.79
H -0.47 3.04 -0.87
F -4.27 -4.79 4.03
C -3.32 -4.03 3.43
C -3.34 -3.89 2.05
F -4.22 -4.55 1.31
C -2.43 -3.08 1.41
F -2.54 -2.95 0.08
C -1.43 -2.42 2.13
O -0.64 -1.54 1.58
C -1.35 -2.71 3.52
F -0.31 -2.21 4.21
C -2.27 -3.46 4.16
F -2.16 -3.65 5.47
```

Properties
Gap between HOMO and LUMO (spin up / spin down)   6.87 / 7.30 eV
Calculated total energy   -3790.6914 Eh
2S+1   3
HOMO energy (spin up / spin down)   -7.86 / -8.29 eV
Expectation value of S²   2.02
ΔE to the lowest compared entry with this formula, charge and spin   0.0 kJ/mol

Mulliken population analysis, charges in e, atoms 1 to 4:
1. Mo 0.14
2. O -0.01
3. C 3.26
4. C -0.35

=====

Entry from OMol25: a molecular structure, C48H39F9FeN6OPS (ωB97M-V/def2-TZVPD).

The geometry in XYZ format:
```
106
Properties=species:S:1:pos:R:3
Fe 0.24 0.20 -0.09
N 1.19 -1.50 -0.98
C 1.12 -1.46 -2.43
C 1.43 -2.50 -3.25
C 1.37 -2.34 -4.65
C 1.02 -1.13 -5.19
C 0.68 -0.04 -4.35
C 0.27 1.22 -4.83
C -0.07 2.20 -3.94
C -0.04 1.92 -2.57
N 0.34 0.76 -2.08
C 0.73 -0.22 -2.96
H 2.16 -1.36 -0.71
H 0.95 -2.42 -0.64
H 1.73 -3.46 -2.83
H 1.62 -3.17 -5.29
H 0.98 -1.00 -6.26
H 0.24 1.40 -5.90
H -0.39 3.18 -4.26
H -0.33 2.66 -1.84
C 1.80 2.54 5.26
C 3.02 2.33 4.38
N 2.86 1.19 3.45
C 3.45 -0.09 3.86
C 2.46 -1.00 4.58
C 2.20 1.36 2.32
S 2.04 -0.02 1.27
N 1.74 2.58 2.05
C 0.98 2.89 1.03
O 0.29 2.10 0.29
C 0.83 4.35 0.77
C 0.74 5.21 1.86
C 0.53 6.57 1.66
C 0.43 7.07 0.37
C 0.57 6.22 -0.72
C 0.75 4.86 -0.52
H 1.95 3.42 5.88
H 1.63 1.69 5.93
H 0.91 2.70 4.66
H 3.90 2.13 4.97
H 3.21 3.22 3.78
H 4.28 0.15 4.52
H 3.87 -0.59 2.99
H 2.07 -0.54 5.49
H 2.96 -1.93 4.86
H 1.62 -1.25 3.93
H 0.82 4.82 2.86
H 0.44 7.23 2.50
H 0.27 8.13 0.21
H 0.53 6.61 -1.73
H 0.90 4.21 -1.37
N -1.60 -0.57 5.85
C -1.52 -1.06 4.81
C -1.38 -1.60 3.49
C -1.74 -2.91 3.16
C -1.58 -3.31 1.84
C -1.07 -2.41 0.92
N -0.67 -1.17 1.25
C -0.85 -0.78 2.51
H -2.13 -3.57 3.91
H -1.87 -4.29 1.52
H -1.02 -2.68 -0.12
H -0.53 0.23 2.76
F -6.09 -2.93 -4.42
C -5.00 -2.31 -4.89
F -5.39 -1.48 -5.86
F -4.22 -3.24 -5.44
C -4.29 -1.56 -3.78
C -2.99 -1.86 -3.44
C -2.37 -1.14 -2.42
C -3.04 -0.12 -1.76
C -4.37 0.15 -2.10
C -4.99 -0.56 -3.11
P -2.26 0.72 -0.35
C -3.38 0.18 1.01
C -3.98 -1.07 0.90
C -4.80 -1.56 1.91
C -5.00 -0.80 3.05
C -4.42 0.46 3.17
C -3.61 0.94 2.16
C -5.85 -1.33 4.19
F -5.07 -1.62 5.24
F -6.50 -2.44 3.85
F -6.74 -0.43 4.60
C -2.60 2.50 -0.55
C -3.12 3.01 -1.74
C -3.35 4.37 -1.89
C -3.08 5.23 -0.83
C -2.56 4.74 0.36
C -2.31 3.39 0.48
C -3.36 6.70 -1.01
F -4.67 6.94 -1.07
F -2.82 7.15 -2.15
F -2.85 7.43 -0.01
H -2.46 -2.65 -3.95
H -1.36 -1.39 -2.15
H -4.93 0.91 -1.56
H -6.02 -0.35 -3.37
H -3.84 -1.68 0.01
H -5.27 -2.52 1.81
H -4.60 1.06 4.05
H -3.20 1.93 2.26
H -3.33 2.36 -2.58
H -3.74 4.76 -2.82
H -2.33 5.42 1.17
H -1.84 3.04 1.39
```

Properties
Gap between HOMO and LUMO (spin up / spin down)   6.81 / 7.74 eV
Calculated total energy   -5157.9959 Eh
Charge   +2
2S+1   2
HOMO energy (spin up / spin down)   -13.85 / -13.84 eV
Expectation value of S²   0.90
ΔE to the lowest compared entry with this formula, charge and spin   0.0 kJ/mol

Mulliken population analysis, charges in e, atoms 1 to 4:
1. Fe 1.56
2. N -0.25
3. C -0.72
4. C -0.53

=====

Entry from OMol25: a molecular structure, C48H39HgNOP2S (ωB97M-V/def2-TZVPD).

The geometry in XYZ format:
```
93
Properties=species:S:1:pos:R:3
Hg 0.24 -0.12 0.96
O -2.77 -0.05 -0.12
C -3.27 -0.97 -1.00
C -4.27 -0.70 -1.92
C -4.65 -1.70 -2.81
C -4.04 -2.95 -2.77
C -3.04 -3.20 -1.83
C -2.64 -2.21 -0.94
P -1.33 -2.38 0.32
C -2.29 -2.50 1.87
C -3.63 -2.88 1.88
C -4.31 -2.98 3.09
C -3.66 -2.70 4.28
C -2.32 -2.33 4.27
C -1.64 -2.23 3.07
C -0.73 -4.07 0.04
C -0.79 -5.06 1.02
C -0.28 -6.32 0.76
C 0.27 -6.62 -0.47
C 0.33 -5.64 -1.46
C -0.15 -4.36 -1.20
C -3.52 0.97 0.43
C -4.83 0.80 0.84
C -5.47 1.87 1.45
C -4.81 3.08 1.65
C -3.49 3.21 1.25
C -2.82 2.15 0.63
P -1.07 2.17 0.16
C -0.40 3.69 0.88
C 0.23 3.59 2.12
C 0.72 4.73 2.75
C 0.60 5.96 2.13
C -0.02 6.07 0.89
C -0.52 4.93 0.27
C -1.08 2.47 -1.63
C 0.13 2.79 -2.25
C 0.20 2.92 -3.63
C -0.93 2.72 -4.40
C -2.14 2.40 -3.80
C -2.21 2.28 -2.42
H -4.75 0.27 -1.94
H -5.43 -1.50 -3.53
H -4.34 -3.72 -3.45
H -2.57 -4.17 -1.80
H -4.14 -3.10 0.96
H -5.35 -3.27 3.09
H -4.19 -2.78 5.22
H -1.81 -2.12 5.20
H -0.60 -1.92 3.07
H -1.24 -4.84 1.98
H -0.34 -7.09 1.53
H 0.65 -7.61 -0.68
H 0.76 -5.86 -2.42
H -0.08 -3.60 -1.96
H -5.33 -0.14 0.70
H -6.50 1.76 1.77
H -5.31 3.90 2.12
H -2.96 4.14 1.43
H 0.33 2.62 2.60
H 1.21 4.65 3.71
H 0.99 6.85 2.61
H -0.11 7.03 0.41
H -1.00 5.01 -0.70
H 1.02 2.93 -1.65
H 1.14 3.18 -4.09
H -0.88 2.82 -5.48
H -3.03 2.26 -4.40
H -3.16 2.05 -1.95
N 1.99 0.41 -0.62
S 2.78 -0.42 -1.73
C 3.44 -1.92 -1.01
C 2.65 -2.73 -0.21
C 3.20 -3.87 0.34
C 4.53 -4.19 0.10
C 5.31 -3.37 -0.69
C 4.77 -2.22 -1.25
C 1.50 -1.14 -2.75
C 1.84 -2.17 -3.61
C 0.87 -2.69 -4.46
C -0.42 -2.17 -4.44
C -0.75 -1.15 -3.57
C 0.22 -0.62 -2.72
H 2.54 1.23 -0.39
H 1.61 -2.47 -0.04
H 2.58 -4.52 0.96
H 4.95 -5.09 0.53
H 6.35 -3.62 -0.87
H 5.38 -1.57 -1.87
H 2.84 -2.58 -3.62
H 1.13 -3.49 -5.14
H -1.17 -2.58 -5.11
H -1.76 -0.75 -3.55
H -0.02 0.21 -2.07
```

Properties
Gap between HOMO and LUMO (spin up / spin down)   7.11 / 7.07 eV
Calculated total energy   -3216.6182 Eh
Charge   +1
2S+1   2
HOMO energy (spin up / spin down)   -8.81 / -10.53 eV
Expectation value of S²   0.76
ΔE to the lowest compared entry with this formula, charge and spin   0.0 kJ/mol

Mulliken population analysis, charges in e, atoms 1 to 4:
1. Hg 0.79
2. O 1.28
3. C 0.04
4. C -0.33